This record from OMol25 describes a cluster of 2 separate species, C10H13O2S in total in a non-equilibrium geometry. The level of theory is the ωB97M-V functional and the def2-TZVPD basis.

```
! wB97M-V def2-TZVPD RIJCOSX def2/J DEFGRID3
* xyz 1 1
C 1.240 0.129 3.203
C 1.865 -0.979 2.608
C 0.490 1.000 2.360
C 1.808 -1.144 1.278
C 0.412 0.803 0.972
C 1.069 -0.322 0.426
C -0.244 4.092 -2.435
C -1.894 1.022 -2.299
C -1.195 -2.292 -0.389
C 1.072 -0.669 -0.971
O -0.657 5.136 -2.401
O -1.680 -0.041 -1.350
S -0.612 -1.204 -1.645
H 1.158 0.142 4.273
H 2.357 -1.689 3.262
H -0.301 1.521 2.862
H 2.183 -2.060 0.824
H -0.144 1.368 0.283
H -1.916 1.977 -1.698
H -2.827 0.952 -2.859
H -1.093 0.896 -3.042
H -1.516 -3.229 -0.842
H -2.181 -1.837 -0.109
H -0.552 -2.221 0.522
H 1.717 -1.442 -1.094
H 1.441 0.093 -1.740
*
```

## Properties
HOMO (eV): -12.80
Energy relative to the best compared isomer or geometry (same formula, charge and spin) (kJ/mol): 0.0
Calculated total energy (eV): -25501.8443
Gap between HOMO and LUMO (Eh): 0.342